Formula: C3H3FN2O5
Source: the Open Molecules 2025 dataset
Level of theory: ωB97M-V/def2-TZVPD

The geometry in ORCA input format:
```
! wB97M-V def2-TZVPD RIJCOSX def2/J DEFGRID3
* xyz 0 1
C -0.85054 -1.03762 0.63377
C 0.28533 -0.39679 0.03539
C -2.46877 0.12648 -0.31300
N -3.50664 -0.88270 -0.25189
N -2.56355 1.33149 0.46627
O -3.88523 -1.19663 0.85296
O -2.06564 2.32027 -0.03426
O -1.27602 -1.82371 1.35448
O -3.82913 -1.38850 -1.30234
O -3.04437 1.25853 1.57213
F -2.06054 0.37252 -1.57193
H 0.17734 -0.36536 -1.05076
H 0.32964 0.64620 0.36184
H 1.20421 -0.91208 0.30931
*
```

## Properties
- HOMO level (eV) = -10.23
- E_LUMO (eV) = -0.90
- gap between HOMO and LUMO (eV) = 9.328

Formula: C2H5O3PS2
Source: the Open Molecules 2025 dataset
Level of theory: ωB97M-V/def2-TZVPD

The geometry in ORCA input format:
```
! wB97M-V def2-TZVPD RIJCOSX def2/J DEFGRID3
* xyz -2 1
C 0.60943 0.23885 0.37038
C -0.47724 0.85611 1.22304
O -2.47366 -2.12749 -2.02802
O -0.16075 -3.16111 -1.88304
O -2.16626 -4.39248 -0.81115
P -1.54785 -3.05533 -1.30228
S -1.03438 -0.39990 2.37982
S -1.63219 -2.46275 0.85469
H 1.52288 0.88564 0.63781
H 0.68161 -0.82234 0.69566
H 0.55044 0.21131 -0.75123
H -1.45237 0.97217 0.60886
H -0.30589 1.78429 1.74143
*
```

## Properties
- HOMO level (eV) = -0.50
- E_LUMO (eV) = 5.45
- gap between HOMO and LUMO (eV) = 5.949

Formula: C5H10O
Source: the Open Molecules 2025 dataset
Level of theory: ωB97M-V/def2-TZVPD

The geometry in ORCA input format:
```
! wB97M-V def2-TZVPD RIJCOSX def2/J DEFGRID3
* xyz 0 1
C -1.66490 0.11712 1.80100
C -0.41336 0.49256 -0.33412
C 0.65287 -0.36997 0.09882
O 1.21844 -0.20118 1.24465
C 1.28030 -1.05428 -1.06478
C 1.10598 0.35320 -1.60953
H -2.37451 0.96005 1.74778
H -1.59049 -0.14891 2.86372
H -2.16552 -0.73365 1.28864
H -0.59564 1.47907 0.06410
H -1.21999 0.11598 -0.96381
H 0.46171 0.38074 1.87226
H 2.30108 -1.37102 -0.84879
H 0.70226 -1.81478 -1.59868
H 2.01420 0.96161 -1.56568
H 0.57852 0.46088 -2.55540
*
```

## Properties
- HOMO level (eV) = -6.51
- E_LUMO (eV) = 0.60
- gap between HOMO and LUMO (eV) = 7.114

Formula: C30H28BF2N2O5PtTe
Source: the Open Molecules 2025 dataset
Level of theory: ωB97M-V/def2-TZVPD

The geometry in ORCA input format:
```
! wB97M-V def2-TZVPD RIJCOSX def2/J DEFGRID3
* xyz 0 2
Pt -1.45264 1.83801 -0.26073
O -2.89300 2.47474 -4.69556
C -2.52610 2.28035 -3.43692
O -2.63139 1.14906 -2.97775
C -2.09951 3.50555 -2.72951
C -2.18174 4.69541 -3.45226
C -1.91692 5.90295 -2.84686
C -1.62531 5.85016 -1.49488
C -1.53961 4.64115 -0.83007
N -1.69996 3.41736 -1.43308
C -1.17919 4.63311 0.62182
O -1.63344 5.66238 1.35781
O -0.48808 3.78788 1.11160
H -3.16269 1.61489 -5.05619
H -2.45946 4.65149 -4.49201
H -1.96163 6.83580 -3.38715
H -1.43212 6.76207 -0.94461
H -2.30879 6.15765 0.87914
F -2.70635 -0.53403 -1.36454
B -1.83859 0.45865 -1.71861
F -0.73294 -0.03695 -2.37661
C 3.09497 -6.04047 -2.79398
C 2.40421 -4.98980 -1.97166
C 3.04232 -4.38221 -0.90088
C 2.42200 -3.39946 -0.13289
C 3.18445 -2.81204 1.02149
C 1.11925 -3.01504 -0.46426
Te 0.14885 -1.52992 0.83021
N -1.02957 0.33246 1.07746
C -1.96374 0.58362 1.99855
O -2.73561 1.55634 1.81580
C -2.04709 -0.10317 3.33276
C -1.96635 -1.47848 3.51897
C -2.03666 -2.02379 4.79345
C -2.17838 -1.19849 5.89761
C -2.27770 0.17427 5.71907
C -2.22719 0.71572 4.44681
C 1.56951 -0.09039 0.23754
C 1.94918 -0.04386 -1.09842
C 2.82765 0.93211 -1.54368
C 3.32722 1.86157 -0.64510
C 2.95029 1.80504 0.68637
C 2.06565 0.83625 1.15565
C 1.69141 0.82531 2.60782
C 0.44228 -3.63502 -1.51615
C -0.97214 -3.29221 -1.88263
C 1.10160 -4.61033 -2.25772
H 4.06006 -6.30674 -2.36468
H 3.26799 -5.68804 -3.81252
H 2.49291 -6.94764 -2.86143
H 4.05221 -4.68254 -0.64491
H 4.13855 -3.32436 1.13793
H 2.63576 -2.90698 1.96113
H 3.38744 -1.75067 0.87273
H -1.88489 -2.14310 2.67043
H -1.98582 -3.09698 4.92020
H -2.22356 -1.62323 6.89164
H -2.40272 0.82460 6.57511
H -2.32335 1.78134 4.29151
H 1.55469 -0.76720 -1.79746
H 3.11576 0.96320 -2.58653
H 4.01433 2.62948 -0.97692
H 3.34898 2.52736 1.38909
H 2.43616 1.36378 3.19378
H 1.61566 -0.19125 3.00155
H 0.72116 1.29907 2.76014
H -1.58022 -3.03181 -1.01720
H -1.44532 -4.13472 -2.38756
H -1.00799 -2.42980 -2.54516
H 0.57527 -5.08948 -3.07604
*
```

## Properties
- HOMO level (alpha / beta) (eV) = -6.70 / -6.99
- E_LUMO (alpha / beta) (eV) = -1.60 / -1.65
- gap between HOMO and LUMO (alpha / beta) (eV) = 5.101 / 5.341

Formula: C42H45CrN7S2Sb
Source: the Open Molecules 2025 dataset
Level of theory: ωB97M-V/def2-TZVPD

The geometry in ORCA input format:
```
! wB97M-V def2-TZVPD RIJCOSX def2/J DEFGRID3
* xyz -1 5
Cr -0.02807 1.70397 -0.34014
C 0.26683 3.78781 -5.81216
C -0.76238 3.68152 -4.73859
N -2.02785 3.95231 -4.94299
N -2.56766 3.66821 -3.72536
C -1.63556 3.25569 -2.84245
S -2.01034 2.82562 -1.20950
N -0.46159 3.25911 -3.47390
N 0.01437 0.43925 -2.24951
H -0.14181 4.32392 -6.66732
H 0.57198 2.78884 -6.13315
H 1.15237 4.30173 -5.43955
H -3.54221 3.81506 -3.54624
H -0.95232 0.19831 -2.45298
H 0.24418 1.16475 -2.91927
C 3.59416 -0.42287 -0.03896
C 3.56492 -0.95314 1.22788
C 2.56090 -0.54581 2.09523
C 1.58163 0.33571 1.66775
N 1.55903 0.76898 0.38565
C 2.57373 0.43296 -0.41398
C 0.58444 0.88430 2.63343
C 0.21152 0.09608 3.72299
C -0.69643 0.53490 4.67241
C -1.26250 1.79389 4.52748
C -0.91409 2.58307 3.44119
C 0.00832 2.17178 2.46560
H 4.37433 -0.66450 -0.74762
H 4.33479 -1.63836 1.56381
H 2.57054 -0.87393 3.12561
H 2.58261 0.90194 -1.38584
H 0.61030 -0.90849 3.81187
H -0.97358 -0.10931 5.49786
H -1.98830 2.15204 5.24938
H -1.37776 3.55672 3.32168
S 1.02006 -0.98707 -2.65367
Sb -0.70986 -2.27200 -0.62676
C -1.96578 -3.29878 0.91017
C -1.27277 -3.50653 2.10788
C -1.90189 -4.01495 3.23892
C -3.26079 -4.30853 3.20106
C -3.96847 -4.11935 2.02137
C -3.32429 -3.62255 0.88919
C -2.15757 -2.41396 -2.25409
C -3.48668 -2.00761 -2.14713
C -4.34112 -2.02078 -3.24724
C -3.87455 -2.44235 -4.48117
C -2.55396 -2.86127 -4.60498
C -1.70632 -2.84747 -3.50462
C 0.17236 -4.17958 -1.14531
C 1.53577 -4.28848 -1.40787
C 2.09503 -5.50911 -1.77884
C 1.29074 -6.63292 -1.89559
C -0.07466 -6.53320 -1.64394
C -0.62766 -5.31469 -1.27080
H -0.20933 -3.26945 2.15368
H -1.33790 -4.17083 4.15260
H -3.76674 -4.67388 4.08730
H -5.02680 -4.35577 1.98375
H -3.89246 -3.50650 -0.03024
H -3.88463 -1.67528 -1.19734
H -5.36862 -1.69622 -3.13363
H -4.53474 -2.44743 -5.34104
H -2.17554 -3.20161 -5.56257
H -0.67807 -3.15811 -3.62619
H 2.16271 -3.40355 -1.34131
H 3.15807 -5.57704 -1.98053
H 1.72043 -7.58507 -2.18494
H -0.70872 -7.40700 -1.74388
H -1.69351 -5.24662 -1.07883
N -3.39343 0.16276 0.62958
N -2.10281 0.41817 1.17640
H -3.70779 -0.76978 0.86711
H -3.31396 0.24201 -0.37475
H -1.61869 -0.43858 1.41951
H -2.22782 0.94250 2.02953
C 1.27055 5.11048 2.35169
C 1.55214 3.96153 1.35516
C 1.68653 4.59064 -0.03448
C 0.27739 3.04372 1.28287
C 2.85887 3.31629 1.81899
C 3.00608 2.90414 3.15006
C 4.20005 2.38078 3.62336
C 5.30133 2.27069 2.78312
C 5.18287 2.69111 1.46735
C 3.97735 3.20124 0.99419
H 0.42464 5.70564 1.99355
H 2.13952 5.76848 2.45592
H 1.01168 4.72583 3.34004
H 0.73476 5.04957 -0.30872
H 1.90327 3.83623 -0.79549
H 2.46433 5.36254 -0.05675
H -0.52856 3.78103 1.24456
H 2.16957 2.98640 3.83413
H 4.26999 2.05519 4.65674
H 6.23639 1.85994 3.14804
H 6.03216 2.62270 0.79637
H 3.92334 3.51225 -0.04183
*
```

## Properties
- HOMO level (alpha / beta) (eV) = -4.15 / -4.20
- E_LUMO (alpha / beta) (eV) = 2.47 / 2.45
- gap between HOMO and LUMO (alpha / beta) (eV) = 6.624 / 6.647

Formula: C5H5NO
Source: the Open Molecules 2025 dataset
Level of theory: ωB97M-V/def2-TZVPD

The geometry in ORCA input format:
```
! wB97M-V def2-TZVPD RIJCOSX def2/J DEFGRID3
* xyz 0 1
O 0.89509 -0.59992 1.72295
C 1.08601 0.22693 0.61006
C 0.23399 -0.26533 -0.58997
C -1.18859 -0.28274 -0.22000
C -2.33230 -0.28327 0.15381
C 0.46981 0.58341 -1.77055
N 0.68809 1.26664 -2.67630
H -0.03030 -0.52107 1.99676
H 0.83799 1.27932 0.81106
H 2.14343 0.16560 0.33867
H 0.55535 -1.28736 -0.82779
H -3.35857 -0.28221 0.45130
*
```

## Properties
- HOMO level (eV) = -10.80
- SMILES = C#C[C@@H](C#N)CO
- E_LUMO (eV) = 0.70
- gap between HOMO and LUMO (eV) = 11.503

| no. | E_tot (eV) |
| --- | --- |
| 1 | -19086.553 |
| 2 | -39257.559 |
| 3 | -7388.434 |
| 4 | -61435.120 |
| 5 | -111346.697 |
| 6 | -8801.008 |